(1)
ORCA calculation (ωB97M-V/def2-TZVPD) on the molecule C4H5NOS.

```
12
Properties=species:S:1:pos:R:3:forces:R:3:nbo_charge:R:1
C -0.5981 2.1448 -0.0007 0.17 0.08 0.26 -0.66
C -0.6256 0.6552 -0.0075 0.14 0.26 0.19 0.21
O -1.8421 0.0175 0.0016 0.00 -0.17 -0.09 -0.40
C -1.5474 -1.2985 -0.0004 0.75 0.03 -0.01 0.32
N -0.2749 -1.5581 0.0081 -0.68 0.19 -0.04 -0.46
C 0.3262 -0.3039 0.0057 -0.10 -0.18 -0.05 -0.09
S 2.0846 -0.2005 -0.0030 -0.19 0.23 0.02 0.06
H -0.0931 2.5384 -0.8838 0.03 -0.03 -0.02 0.23
H -1.6063 2.5444 0.0075 -0.17 -0.05 -0.05 0.24
H -0.0907 2.5583 0.8875 -0.09 -0.29 -0.27 0.23
H -2.3730 -1.9988 -0.0309 0.18 0.17 0.07 0.20
H 2.1404 1.1469 0.0148 -0.04 -0.24 0.00 0.12
```
Forces are in eV/Å.

Computed properties:
Largest force on an atom, eV/A: 0.752
HOMO level, Eh: -0.3098
E_tot, eV: -18601.4017
Structure (SMILES): Cc1ocnc1S
Energy relative to the best compared isomer or geometry (same formula, charge and spin), eV: 0.517
Frontier orbital gap, eV: 9.177
Multiplicity: 1

=====

(2)
ORCA calculation (ωB97M-V/def2-TZVPD) on the molecule C4H5NOS at a distorted geometry.

```
12
Properties=species:S:1:pos:R:3:forces:R:3:nbo_charge:R:1
C -2.2899 0.1839 0.1140 -0.81 -1.00 1.67 -0.73
S -1.2274 -1.2870 -0.3035 -1.25 1.01 -0.18 0.24
C 0.3094 -0.4750 -0.1972 0.94 -1.71 0.27 -0.09
C 1.4776 -1.1811 0.0510 -2.04 3.78 -0.87 0.02
O 2.4217 -0.2207 0.0526 2.51 0.16 0.38 -0.39
C 1.8556 0.9625 -0.1366 -0.98 -1.02 0.03 0.33
N 0.5805 0.8682 -0.3224 -0.45 0.04 0.21 -0.49
H -1.5388 0.9153 0.3198 0.06 0.80 0.04 0.25
H -2.8700 0.0080 1.1012 0.88 0.07 -1.75 0.22
H -2.9749 0.5333 -0.6675 0.37 -0.42 0.08 0.22
H 1.8116 -2.1506 0.0318 0.40 -2.03 0.27 0.21
H 2.4445 1.8432 -0.0432 0.37 0.33 -0.14 0.20
```
Forces are in eV/Å.

Computed properties:
Largest force on an atom, eV/A: 4.382
HOMO level, Eh: -0.3017
E_tot, eV: -18600.7016
Structure (SMILES): CSc1cocn1
Energy relative to the best compared isomer or geometry (same formula, charge and spin), eV: 1.217
Frontier orbital gap, eV: 9.170
Multiplicity: 1

=====

(3)
ORCA calculation (ωB97M-V/def2-TZVPD) on the molecule C4H5NOS at a distorted geometry.

```
12
Properties=species:S:1:pos:R:3:forces:R:3:nbo_charge:R:1
N 0.9314 1.7106 0.0632 1.30 -0.67 0.76 -0.75
C -0.1666 0.9226 -0.0766 1.11 1.94 -0.14 0.20
C -0.2348 -0.4438 -0.1137 -0.30 0.05 0.33 -0.39
C 0.9794 -1.2809 -0.0851 0.44 -0.20 0.67 0.43
O 1.0403 -2.4922 0.1283 0.01 2.29 -0.66 -0.53
C -1.5528 -1.0179 -0.0468 -0.52 -0.81 -0.38 -0.24
S -3.0211 -0.3244 0.0593 0.16 0.31 0.06 -0.04
H 1.8088 1.2958 0.4153 -0.85 0.43 -0.52 0.39
H 0.9060 2.7273 0.1842 -0.51 -0.91 -0.25 0.41
H -1.0158 1.5931 -0.1944 -0.53 -0.87 0.03 0.23
H 1.9066 -0.5872 -0.2225 -0.68 -1.52 0.04 0.08
H -1.5813 -2.1030 -0.1112 0.36 -0.07 0.07 0.22
```
Forces are in eV/Å.

Computed properties:
Largest force on an atom, eV/A: 2.384
HOMO level, Eh: -0.3096
E_tot, eV: -18600.5036
Structure (SMILES): N/C=C(\C=O)C=S
Energy relative to the best compared isomer or geometry (same formula, charge and spin), eV: 1.415
Frontier orbital gap, eV: 8.019
Multiplicity: 1

=====

(4)
ORCA calculation (ωB97M-V/def2-TZVPD) on a structure of composition C4H5NOS2 at a distorted geometry.

```
13
Properties=species:S:1:pos:R:3:forces:R:3:nbo_charge:R:1
C 0.3885 1.6936 -0.0668 -1.69 3.24 -2.42 -0.44
C 0.0331 -0.5155 1.0970 -1.83 -1.90 -0.10 0.65
C -0.8915 -1.1118 -0.0737 1.53 2.27 1.15 -0.28
C -0.1670 -1.7463 -1.1551 0.25 -2.71 -2.59 -0.34
H 1.0378 2.6901 0.5189 -2.09 -2.85 -2.77 0.23
H 0.8957 1.2350 -1.1184 -1.05 1.28 3.20 0.22
H -0.8497 2.0948 -0.4535 4.05 -0.90 1.12 0.20
H 0.9503 1.0640 1.6672 1.07 0.12 1.92 0.40
H -0.9659 -2.0053 -2.0034 2.05 0.49 1.47 0.22
N 0.2267 0.8329 1.0610 0.28 -0.96 -0.71 -0.64
O 0.3611 -1.2428 2.0209 -0.08 0.92 -1.01 -0.56
S -2.4533 -0.6978 -0.2197 0.48 -0.41 0.25 0.20
S 1.4342 -2.2908 -1.2744 -2.98 1.41 0.49 0.13
```
Forces are in eV/Å.

Computed properties:
Largest force on an atom, eV/A: 4.486
HOMO level, Eh: -0.3429
E_tot, eV: -29433.1582
Energy relative to the best compared isomer or geometry (same formula, charge and spin), eV: 3.936
Frontier orbital gap, eV: 6.766
Multiplicity: 1

=====

(5)
ORCA calculation (ωB97M-V/def2-TZVPD) on a cluster of 2 separate species, C4H5NOS2 in total at a distorted geometry.

```
13
Properties=species:S:1:pos:R:3:forces:R:3:nbo_charge:R:1
C -1.1740 -0.2032 -0.3631 -1.01 -1.35 1.82 -0.24
C -0.7369 -1.4896 -0.2159 -1.22 -2.91 -1.03 -0.07
C 1.0821 -0.2685 -0.0528 0.57 -2.33 -0.51 0.47
C -0.0207 0.5725 -0.1956 2.24 -1.40 -0.11 -0.46
H -2.6153 2.1707 -0.2650 -0.42 -3.89 0.68 0.14
H -1.3773 -2.4214 -0.2310 1.00 1.29 0.09 0.22
H 1.1960 -2.4594 0.1916 -1.14 1.93 -0.81 0.44
H 2.3659 1.0143 0.0908 0.98 -2.21 0.05 0.50
H 0.8679 2.2676 1.1975 -1.62 0.37 -2.79 0.13
N 0.6647 -1.6077 -0.1650 -0.16 1.29 1.26 -0.55
O 2.4351 -0.0189 0.1242 -2.52 2.97 -0.37 -0.65
S -2.8662 0.2175 0.1058 1.42 3.77 -1.40 0.01
S 0.1787 2.2260 -0.2214 1.88 2.46 3.13 0.07
```
Forces are in eV/Å.

Computed properties:
Largest force on an atom, eV/A: 4.398
HOMO level, Eh: -0.2868
E_tot, eV: -29433.0667
Energy relative to the best compared isomer or geometry (same formula, charge and spin), eV: 4.027
Frontier orbital gap, eV: 7.016
Multiplicity: 1

=====

(6)
ORCA calculation (ωB97M-V/def2-TZVPD) on the molecule C4H5NOS2 at a distorted geometry.

```
13
Properties=species:S:1:pos:R:3:forces:R:3:nbo_charge:R:1
C -0.5555 1.5776 -0.1134 -0.10 3.76 -0.22 0.06
N -1.5349 1.0676 -0.6892 -2.83 -0.35 -0.77 -0.52
S -1.9633 -0.5412 -0.0962 -1.68 2.52 -2.18 0.42
C -0.4445 -0.6778 0.6697 -2.61 -0.48 5.73 -0.12
O 0.2019 -1.6901 0.1316 3.99 -1.71 -1.66 -0.49
C 0.9816 -1.0165 -0.8267 1.80 -2.61 -2.57 -0.26
S 1.8906 0.3056 -0.0632 -0.09 0.23 0.36 0.24
C 0.2702 0.6985 0.6928 1.25 -1.30 1.88 -0.45
H -0.4725 2.7895 -0.2051 0.48 -3.19 0.01 0.22
H -0.7717 -1.0945 1.6947 1.04 1.13 -0.77 0.22
H 1.6559 -1.7441 -1.4042 -0.90 1.02 1.09 0.23
H 0.3001 -0.5906 -1.5400 -0.26 0.31 -0.64 0.19
H 0.4422 0.9163 1.7493 -0.08 0.67 -0.27 0.27
```
Forces are in eV/Å.

Computed properties:
Largest force on an atom, eV/A: 6.311
HOMO level, Eh: -0.3245
E_tot, eV: -29434.4960
Structure (SMILES): C1=NS[C@H]2OCS[C@@H]12
Energy relative to the best compared isomer or geometry (same formula, charge and spin), eV: 2.598
Frontier orbital gap, eV: 9.424
Multiplicity: 1

=====

(7)
ORCA calculation (ωB97M-V/def2-TZVPD) on the molecule C4H5NOS2 at a distorted geometry.

```
13
Properties=species:S:1:pos:R:3:forces:R:3:nbo_charge:R:1
C 0.8168 0.8012 -0.9040 -1.43 1.77 -0.58 -0.27
C 2.1474 0.7538 -0.5672 -0.77 -0.44 -0.69 -0.31
C 0.8323 -0.5856 1.1045 -1.60 0.16 -0.16 -0.43
C 0.0211 0.2314 0.0860 -0.29 -0.03 -0.34 -0.31
N -1.9584 -1.4484 -0.2491 -0.17 0.03 1.23 -1.13
O -2.2786 0.6983 1.2771 0.18 -0.05 0.01 -0.90
S 2.4555 -0.2526 0.8072 2.30 -0.60 1.29 0.36
S -1.7019 0.0306 0.1397 -1.13 -1.11 -2.88 1.83
H 0.4651 1.4759 -1.7720 0.36 -1.46 1.56 0.25
H 2.9304 1.1258 -1.1719 0.73 0.34 -0.27 0.23
H 0.4492 -1.2267 1.9125 0.32 0.55 -0.68 0.25
H -1.9680 -2.1879 0.4939 0.21 1.27 -0.69 0.39
H -2.2110 0.5842 -1.1567 1.28 -0.44 2.20 0.04
```
Forces are in eV/Å.

Computed properties:
Largest force on an atom, eV/A: 3.283
HOMO level (spin up / spin down), Eh: -0.2208 / -0.3466
E_tot, eV: -29430.4802
⟨S²⟩: 2.039
Energy relative to the best compared isomer or geometry (same formula, charge and spin), eV: 2.663
Frontier orbital gap (spin up / spin down), eV: 6.434 / 6.990
Multiplicity: 3

=====

(8)
ORCA calculation (ωB97M-V/def2-TZVPD) on the molecule C4H5NS at a distorted geometry.

```
11
Properties=species:S:1:pos:R:3:forces:R:3:nbo_charge:R:1
C -1.6119 -0.1483 -0.1101 -0.93 -1.80 0.33 -0.27
C -1.1579 1.0934 -0.1456 -0.15 0.12 0.33 -0.15
C 0.2237 1.4093 0.2975 0.38 -0.17 -0.39 -0.61
S 1.3246 0.0321 -0.1564 0.93 0.85 -0.02 0.46
N 0.5019 -1.3652 0.1037 0.22 -0.36 -0.18 -0.56
C -0.7629 -1.3691 0.1069 -1.31 0.20 0.75 0.04
H -2.6999 -0.3317 -0.1658 0.71 0.07 -0.43 0.22
H -1.8423 1.9045 -0.3729 0.05 0.02 0.07 0.21
H 0.6226 2.2484 -0.2520 0.20 0.34 -0.18 0.23
H 0.2775 1.6771 1.3550 -0.07 -0.23 0.08 0.22
H -1.2117 -2.3670 0.3206 -0.03 0.94 -0.37 0.19
```
Forces are in eV/Å.

Computed properties:
Largest force on an atom, eV/A: 2.049
HOMO level, Eh: -0.3087
E_tot, eV: -16552.9512
Structure (SMILES): C1=CCSN=C1
Energy relative to the best compared isomer or geometry (same formula, charge and spin), eV: 1.114
Frontier orbital gap, eV: 8.797
Multiplicity: 1

=====

(9)
ORCA calculation (ωB97M-V/def2-TZVPD) on a cluster of 2 separate species, C4H5NS in total at a distorted geometry.

```
11
Properties=species:S:1:pos:R:3:forces:R:3:nbo_charge:R:1
C -0.0340 1.2200 0.6104 -1.76 -3.29 4.60 -0.66
C -0.9702 0.3353 -0.0880 0.49 0.22 -0.20 -0.04
C -1.1933 -0.5163 -1.0122 -0.50 -1.01 -2.87 -0.33
S -2.7072 -0.1480 -0.0141 -0.44 -0.11 0.33 0.03
H -0.4963 1.9409 1.2494 -0.91 0.71 -0.10 0.25
H 0.6145 1.6801 0.0081 2.91 1.39 -2.24 0.23
H 0.4258 0.5688 1.4886 -0.19 1.08 -2.09 0.26
H -1.1157 -1.0045 -2.0709 0.23 1.12 2.55 0.28
C 1.8645 -1.2816 -0.1595 -3.03 -1.81 -1.42 0.06
N 2.6617 -1.0825 0.6156 1.89 0.80 1.24 -0.31
H 0.9501 -1.7122 -0.6274 1.32 0.91 0.20 0.25
```
Forces are in eV/Å.

Computed properties:
Largest force on an atom, eV/A: 5.919
HOMO level, Eh: -0.2888
E_tot, eV: -16550.1909
Structure (SMILES): CC1=CS1.C#N
Energy relative to the best compared isomer or geometry (same formula, charge and spin), eV: 3.874
Frontier orbital gap, eV: 8.550
Multiplicity: 1

=====

(10)
ORCA calculation (ωB97M-V/def2-TZVPD) on the molecule C4H5NS at a distorted geometry.

```
11
Properties=species:S:1:pos:R:3:forces:R:3:nbo_charge:R:1
N -2.4001 -1.1759 0.2538 -1.61 -2.06 0.48 -0.31
C -1.7734 -0.3285 -0.1534 2.07 1.86 0.89 0.27
C -0.9091 0.7954 -0.4643 -0.82 -0.86 -0.47 -0.34
C -0.0476 1.4511 0.6025 0.47 1.20 2.50 -0.41
C 0.6191 0.5793 -0.3196 0.95 1.18 -3.42 -0.36
S 1.6581 -0.8056 0.0262 2.77 1.30 0.13 0.02
H -1.5452 1.2589 -1.2641 1.91 0.57 0.31 0.27
H -0.0629 1.0958 1.6675 -0.55 0.34 -1.17 0.24
H 0.4059 2.4710 0.5138 -1.46 -0.61 0.10 0.24
H 1.1504 1.1904 -1.0913 -0.65 -0.69 0.51 0.23
H 2.9889 0.1214 -0.0124 -3.08 -2.23 0.16 0.16
```
Forces are in eV/Å.

Computed properties:
Largest force on an atom, eV/A: 3.808
HOMO level, Eh: -0.3479
E_tot, eV: -16551.3394
Structure (SMILES): N#C[C@H]1C[C@H]1S
Energy relative to the best compared isomer or geometry (same formula, charge and spin), eV: 2.726
Frontier orbital gap, eV: 9.472
Multiplicity: 1